This record from OMol25 describes a cluster of 11 separate species, C44H76O27 in total in a non-equilibrium geometry. The level of theory is ωB97M-V/def2-TZVPD.

Geometry as XYZ:
```
147
Properties=species:S:1:pos:R:3
C -4.36 4.20 -0.46
C -3.72 3.45 -1.63
O -2.30 3.29 -1.32
C -1.50 4.42 -1.42
O -1.83 5.56 -1.58
O -0.26 3.96 -1.32
C 0.85 4.92 -1.36
H -5.44 4.38 -0.61
H -3.94 5.18 -0.48
H -4.22 3.65 0.45
H -3.87 4.07 -2.57
H -4.08 2.43 -1.81
H 0.67 5.76 -0.76
H 1.06 5.33 -2.38
H 1.73 4.37 -1.02
C 1.46 1.49 5.92
C 2.22 0.95 4.71
O 3.27 1.90 4.49
C 4.05 1.57 3.54
O 3.96 0.61 2.84
O 5.00 2.49 3.38
C 5.95 2.27 2.32
H 1.06 2.53 5.73
H 2.12 1.57 6.79
H 0.55 0.90 6.09
H 1.62 0.90 3.76
H 2.66 -0.04 4.96
H 5.65 2.67 1.33
H 6.16 1.19 2.36
H 6.75 2.99 2.57
C -7.65 3.60 1.83
C -6.57 3.88 2.86
O -5.52 2.98 2.42
C -4.35 3.01 3.08
O -4.06 3.79 4.02
O -3.54 2.05 2.66
C -2.31 2.05 3.41
H -8.15 4.51 1.50
H -8.37 2.92 2.21
H -7.20 3.17 0.96
H -6.88 3.63 3.89
H -6.10 4.88 2.81
H -1.64 2.92 3.03
H -1.84 1.05 3.24
H -2.45 2.20 4.52
C 1.40 -6.90 3.46
C -0.02 -6.42 3.44
O -0.22 -5.21 4.19
C 0.19 -4.10 3.53
O 0.79 -4.13 2.49
O -0.07 -3.04 4.28
C 0.20 -1.81 3.63
H 2.04 -6.29 2.84
H 1.49 -7.94 3.18
H 1.68 -6.82 4.50
H -0.66 -7.13 3.97
H -0.43 -6.32 2.44
H -0.18 -1.83 2.55
H 1.27 -1.55 3.61
H -0.33 -0.98 4.12
C 5.78 -0.98 -1.43
C 5.49 0.35 -0.84
O 5.16 1.31 -1.87
C 5.49 2.56 -1.62
O 6.06 3.04 -0.65
O 4.99 3.29 -2.60
C 5.27 4.74 -2.67
H 6.46 -1.59 -0.81
H 6.29 -0.74 -2.33
H 4.89 -1.55 -1.63
H 6.28 0.74 -0.22
H 4.53 0.31 -0.26
H 4.74 5.28 -1.84
H 4.82 4.93 -3.63
H 6.34 4.97 -2.62
O -3.34 -2.28 -1.32
C -4.03 -1.60 -0.58
C -4.55 -2.03 0.78
C -5.24 -0.78 1.36
C -5.24 0.22 0.19
O -4.37 -0.36 -0.88
H -5.32 -2.77 0.65
H -3.62 -2.35 1.30
H -6.29 -0.97 1.69
H -4.66 -0.42 2.20
H -6.20 0.19 -0.33
H -4.98 1.23 0.43
O -1.83 -4.76 1.05
C -1.55 -4.77 -0.12
C -2.07 -5.71 -1.21
C -1.66 -4.97 -2.50
C -0.43 -4.16 -2.06
O -0.58 -4.04 -0.67
H -1.58 -6.73 -1.12
H -3.13 -5.84 -1.06
H -1.41 -5.70 -3.23
H -2.44 -4.30 -2.76
H 0.53 -4.75 -2.19
H -0.36 -3.13 -2.48
O 3.23 3.56 -4.89
C 2.85 2.41 -4.78
C 2.11 1.71 -3.62
C 2.28 0.26 -3.93
C 2.59 0.21 -5.38
O 3.13 1.46 -5.74
H 2.56 1.99 -2.68
H 1.11 2.04 -3.65
H 3.07 -0.13 -3.35
H 1.35 -0.28 -3.73
H 3.26 -0.60 -5.69
H 1.65 0.11 -5.87
O 2.43 -3.25 -1.99
C 2.69 -3.13 -0.82
C 2.88 -4.14 0.24
C 3.54 -3.40 1.36
C 3.04 -2.02 1.18
O 2.76 -1.89 -0.22
H 1.86 -4.52 0.56
H 3.46 -5.00 -0.10
H 3.25 -3.65 2.39
H 4.62 -3.35 1.36
H 2.13 -1.87 1.75
H 3.73 -1.29 1.50
O -1.94 2.41 -4.68
C -1.94 1.24 -4.71
C -2.82 0.36 -3.87
C -2.17 -1.04 -4.04
C -1.53 -0.95 -5.37
O -1.26 0.48 -5.64
H -2.91 0.69 -2.86
H -3.85 0.39 -4.27
H -1.40 -1.27 -3.29
H -2.91 -1.84 -3.95
H -0.63 -1.50 -5.26
H -2.17 -1.37 -6.17
O -2.21 -0.28 1.30
C -1.24 0.16 0.82
C -0.81 0.32 -0.69
C 0.73 0.49 -0.61
C 0.95 0.94 0.82
O -0.20 0.56 1.57
H -1.21 -0.49 -1.23
H -1.35 1.22 -1.02
H 1.22 -0.47 -0.75
H 1.18 1.22 -1.25
H 1.84 0.48 1.19
H 1.07 2.05 0.80
```

Values from the calculation:
LUMO level = 0.5 eV
Highest occupied orbital energy = -0.3667 hartree
E = -102144.2723 eV
Largest force on an atom = 3.769 eV/Å
Structure (SMILES) = CCOC(=O)OC.CCOC(=O)OC.CCOC(=O)OC.CCOC(=O)OC.CCOC(=O)OC.O=C1CCCO1.O=C1CCCO1.O=C1CCCO1.O=C1CCCO1.O=C1CCCO1.O=C1CCCO1